Molecular formula: C14H46N4O6
Method: DFT, ωB97M-V/def2-TZVPD

The HOMO energy (alpha / beta) is 0.01995 / -0.17657 Eh. Its total charge is -1. As for the expectation value of S²: 0.750. For the HOMO-LUMO gap (alpha / beta), the calculation gives 1.90 / 7.24 eV. The calculated total energy is -1231.29505 hartree. As for the spin multiplicity: 2.

Each atom is followed by the atoms it is bonded to, with distances in Å.
Geometry (Å):
1 N -5.1608 11.8238 -13.6727  H2 1.010, H3 1.010, H4 1.010, H5 1.010
2 H -4.3399 12.4075 -13.7473  N1 1.010
3 H -5.2112 11.2316 -14.4893  N1 1.010
4 H -5.9460 12.4462 -13.5459  N1 1.010
5 H -5.0498 11.2643 -12.8391  N1 1.010
6 C -1.4866 15.1995 -13.2149  C7 1.477, H9 1.090, H10 1.090, H11 1.090
7 C -2.3066 14.4714 -14.2049  C6 1.477, O8 1.413, H12 1.090, H13 1.090
8 O -3.4710 13.9754 -13.5770  C7 1.413
9 H -0.5940 15.6438 -13.6554  C6 1.090
10 H -1.0559 14.6560 -12.3740  C6 1.090
11 H -2.1247 16.0500 -12.9749  C6 1.090
12 H -1.7493 13.6506 -14.6564  C7 1.090
13 H -2.5577 15.0856 -15.0697  C7 1.090
14 O -3.0678 12.4806 -11.0090  H15 0.957, H16 0.957
15 H -3.0569 13.0424 -11.7840  O14 0.957
16 H -3.4034 13.0421 -10.3102  O14 0.957
17 O -4.8488 10.1229 -11.7060  H18 0.957, H19 0.957
18 H -4.9409 9.2359 -11.3580  O17 0.957
19 H -4.2217 10.5466 -11.1200  O17 0.957
20 C -4.5878 8.1496 -15.7754  C21 1.521, H26 1.090, H27 1.090, H28 1.090
21 C -5.7705 9.0265 -16.1569  C20 1.521, C22 1.556, N25 1.479, H29 1.090
22 C -7.0547 8.7405 -15.3259  C21 1.556, O23 1.438, H30 1.090, H31 1.090
23 O -7.5241 7.4018 -15.5622  C22 1.438, C24 1.471
24 C -8.5198 6.8868 -14.6103  O23 1.471, H32 1.090, H33 1.090, H34 1.090
25 N -5.2641 10.4105 -16.0308  C21 1.479, H35 1.010, H36 1.010
26 H -4.2196 8.4125 -14.7837  C20 1.090
27 H -3.7671 8.0878 -16.4901  C20 1.090
28 H -4.8958 7.1201 -15.5928  C20 1.090
29 H -6.0052 8.7276 -17.1785  C21 1.090
30 H -7.8671 9.4117 -15.6044  C22 1.090
31 H -6.9167 8.9004 -14.2566  C22 1.090
32 H -8.6416 5.8168 -14.7785  C24 1.090
33 H -9.5004 7.3431 -14.7459  C24 1.090
34 H -8.2802 6.9104 -13.5472  C24 1.090
35 H -5.8340 11.1449 -16.4258  N25 1.010
36 H -4.4556 10.4587 -16.6342  N25 1.010
37 C -4.1179 14.3918 -17.6328  C38 1.568, H43 1.090, H44 1.090, H45 1.090
38 C -4.7133 15.7030 -17.0135  C37 1.568, C39 1.586, N42 1.449, H46 1.090
39 C -5.4458 16.6760 -18.0297  C38 1.586, O40 1.457, H47 1.090, H48 1.090
40 O -4.4795 17.2608 -18.9506  C39 1.457, C41 1.476
41 C -5.0352 18.2293 -19.9153  O40 1.476, H49 1.090, H50 1.090, H51 1.090
42 N -5.5036 15.2171 -15.8998  C38 1.449, H52 1.010, H53 1.010
43 H -4.7616 13.8048 -18.2879  C37 1.090
44 H -3.8024 13.7310 -16.8253  C37 1.090
45 H -3.1659 14.6186 -18.1128  C37 1.090
46 H -3.8555 16.1634 -16.5233  C38 1.090
47 H -5.9396 17.5262 -17.5590  C39 1.090
48 H -6.1577 16.1102 -18.6306  C39 1.090
49 H -4.2561 18.8154 -20.4027  C41 1.090
50 H -5.7400 18.8934 -19.4150  C41 1.090
51 H -5.5238 17.7380 -20.7568  C41 1.090
52 H -6.0927 15.9910 -15.6273  N42 1.010
53 H -4.8367 14.9534 -15.1885  N42 1.010
54 C -9.1754 12.6008 -12.8357  C55 1.482, H60 1.090, H61 1.090, H62 1.090
55 C -8.1430 13.5240 -12.3080  C54 1.482, C56 1.546, N59 1.480, H63 1.090
56 C -7.4755 13.0250 -11.0054  C55 1.546, O57 1.369, H64 1.090, H65 1.090
57 O -8.3072 13.1241 -9.9222  C56 1.369, C58 1.420
58 C -7.7913 12.9174 -8.6152  O57 1.420, H66 1.090, H67 1.090, H68 1.090
59 N -7.1679 13.8593 -13.3703  C55 1.480, H69 1.010, H70 1.010
60 H -8.7541 11.7513 -13.3732  C54 1.090
61 H -9.6481 13.2025 -13.6120  C54 1.090
62 H -9.7825 12.1493 -12.0511  C54 1.090
63 H -8.6888 14.4542 -12.1498  C55 1.090
64 H -6.5391 13.5617 -10.8534  C56 1.090
65 H -7.1606 11.9815 -11.0006  C56 1.090
66 H -7.4217 13.8554 -8.2009  C58 1.090
67 H -7.0433 12.1274 -8.5491  C58 1.090
68 H -8.5190 12.5956 -7.8703  C58 1.090
69 H -7.6965 14.1643 -14.1750  N59 1.010
70 H -6.6017 14.6578 -13.1215  N59 1.010